Computed, not measured: a structure of composition C39H36IN4O3P2ReS2, with ωB97M-V with the def2-TZVPD basis set.

## Properties
relative energy (zero: lowest compared OMol25 entry of this formula, charge and spin): 37.4 kcal/mol
Kohn-Sham gap (alpha / beta): 0.249 / 0.238 hartree
HOMO level (alpha / beta): -0.368 / -0.388 hartree
LUMO (alpha / beta): -3.24 / -4.09 eV
spin multiplicity: 4
net charge: +1
largest force on an atom: 1.52 eV/A

Each line ends with the Löwdin charge.
CARTESIAN COORDINATES (ANGSTROEM)
1 Re 0.02953 -0.08272 2.17581  1.28
2 S -3.11106 0.93061 0.39142  0.35
3 P -1.57252 0.55232 -0.82192  0.48
4 C -0.08465 -0.01561 0.03982  -0.63
5 P 0.76629 -1.37396 -0.79512  0.47
6 S 0.03278 -3.11419 -0.18787  0.37
7 C 2.56822 -1.23541 -0.52935  -0.36
8 C 3.21102 -0.00986 -0.67198  -0.14
9 C 4.59572 0.06677 -0.61317  -0.08
10 C 5.34546 -1.08152 -0.40524  -0.07
11 C 4.70908 -2.30899 -0.27224  -0.07
12 C 3.32675 -2.38729 -0.34662  -0.10
13 C 0.80579 -1.31127 -2.61531  -0.34
14 C 0.55241 -2.47370 -3.33416  -0.10
15 C 0.69552 -2.47964 -4.71440  -0.06
16 C 1.08156 -1.32752 -5.38216  -0.07
17 C 1.34670 -0.16837 -4.66562  -0.07
18 C 1.22316 -0.16297 -3.28615  -0.09
19 C -1.15252 2.08245 -1.71999  -0.37
20 C -2.13466 2.68215 -2.50980  -0.12
21 C -1.85479 3.85487 -3.19357  -0.07
22 C -0.60389 4.44963 -3.07477  -0.08
23 C 0.36035 3.88129 -2.25711  -0.07
24 C 0.08510 2.69949 -1.58213  -0.13
25 C -2.23927 -0.57509 -2.09078  -0.36
26 C -2.22532 -0.28702 -3.45272  -0.09
27 C -2.83872 -1.14912 -4.34868  -0.07
28 C -3.44743 -2.30963 -3.89760  -0.07
29 C -3.46199 -2.60205 -2.54113  -0.06
30 C -2.87241 -1.73168 -1.64113  -0.13
31 H 2.63223 0.89221 -0.82642  0.08
32 H 5.08969 1.02249 -0.73524  0.11
33 H 6.42536 -1.02205 -0.36267  0.11
34 H 5.29274 -3.20893 -0.12574  0.11
35 H 2.82605 -3.34520 -0.27268  0.08
36 H 0.24062 -3.36976 -2.81482  0.06
37 H 0.50265 -3.38950 -5.26744  0.11
38 H 1.18437 -1.33241 -6.45954  0.11
39 H 1.66534 0.73083 -5.17748  0.11
40 H 1.45814 0.73782 -2.73929  0.08
41 H -3.11478 2.22591 -2.58161  0.11
42 H -2.61359 4.30614 -3.81990  0.11
43 H -0.38553 5.36117 -3.61580  0.11
44 H 1.32709 4.35530 -2.14608  0.11
45 H 0.83193 2.25042 -0.93709  0.08
46 H -1.74178 0.60531 -3.82125  0.10
47 H -2.82957 -0.91506 -5.40503  0.11
48 H -3.91721 -2.98393 -4.60173  0.11
49 H -3.94386 -3.50211 -2.18295  0.11
50 H -2.92628 -1.94057 -0.58166  0.07
51 N -1.75357 -1.29374 2.12025  -0.11
52 C -2.45241 -1.55128 3.40343  -0.20
53 C -1.59915 -2.30511 4.40743  -0.08
54 C -0.23148 -1.68052 4.69230  -0.62
55 O 0.60715 -2.31645 5.28848  0.09
56 O -0.04720 -0.45608 4.24993  -0.27
57 H -2.39490 -0.78821 1.48820  -0.06
58 H -1.50133 -2.16710 1.64292  0.03
59 H -3.36290 -2.11566 3.19478  0.13
60 H -2.75560 -0.58672 3.80819  0.11
61 H -1.43397 -3.34097 4.10577  0.13
62 H -2.13183 -2.33945 5.35977  0.14
63 N -1.81788 4.95447 -0.00188  0.21
64 C -1.24385 5.21687 1.19150  -0.50
65 O -0.70379 6.25849 1.49393  0.09
66 C -1.32561 4.06641 2.15821  -0.10
67 C -1.82626 4.25474 3.43675  0.05
68 C -1.89799 3.16374 4.28480  0.00
69 C -1.44395 1.93928 3.84498  -0.10
70 N -0.93619 1.75348 2.61021  -0.13
71 C -0.88014 2.81378 1.78674  -0.12
72 H -1.83517 5.68069 -0.69889  0.12
73 H -2.36984 4.12296 -0.14969  0.09
74 H -2.15660 5.23695 3.74907  0.14
75 H -2.29033 3.25474 5.28709  0.12
76 H -1.45621 1.07872 4.49372  0.10
77 H -0.45381 2.65516 0.80974  0.08
78 I 2.54081 1.04824 2.73882  1.19
79 C 2.67237 -1.04601 2.94673  -0.68
80 C 3.72690 -1.65337 3.57521  -0.08
81 C 3.67230 -3.03818 3.68878  -0.01
82 C 2.58007 -3.71433 3.18053  -0.01
83 C 1.55784 -3.00094 2.58277  -0.16
84 N 1.60405 -1.67109 2.44704  -0.12
85 H 4.54448 -1.07336 3.97609  0.12
86 H 4.47296 -3.57083 4.18384  0.13
87 H 2.49556 -4.78762 3.26547  0.13
88 H 0.68760 -3.49178 2.17512  0.04

***

Computed, not measured: a structure of composition C39H36IN4O3P2ReS2, with ωB97M-V with the def2-TZVPD basis set.

## Properties
relative energy (zero: lowest compared OMol25 entry of this formula, charge and spin): 4.3 kcal/mol
Kohn-Sham gap (alpha / beta): 0.253 / 0.232 hartree
HOMO level (alpha / beta): -0.359 / -0.377 hartree
LUMO (alpha / beta): -2.89 / -3.94 eV
spin multiplicity: 4
net charge: +1
largest force on an atom: 0.33 eV/A

Each line ends with the Löwdin charge.
CARTESIAN COORDINATES (ANGSTROEM)
1 Re -0.05074 0.25209 -1.49895  1.30
2 S -2.28798 -2.04857 1.31030  0.34
3 P -1.33382 -0.37694 1.68713  0.40
4 C -0.01013 -0.00498 0.57336  -0.68
5 P 1.31345 -1.13230 0.53471  0.55
6 S 1.11284 -1.85122 -1.38774  0.45
7 C 2.89881 -0.27916 0.68103  -0.36
8 C 3.00561 0.73184 1.63266  -0.15
9 C 4.22764 1.35463 1.84661  -0.08
10 C 5.33814 0.97069 1.10844  -0.07
11 C 5.23249 -0.04204 0.16254  -0.07
12 C 4.01686 -0.67499 -0.04690  -0.09
13 C 1.48451 -2.50951 1.69491  -0.33
14 C 2.00758 -2.27826 2.96652  -0.09
15 C 2.26441 -3.34517 3.80926  -0.07
16 C 2.00657 -4.64336 3.38903  -0.06
17 C 1.48332 -4.87598 2.12593  -0.06
18 C 1.22536 -3.81194 1.27542  -0.10
19 C -0.71315 -0.33032 3.39938  -0.34
20 C -0.20058 0.84831 3.94163  -0.09
21 C 0.23513 0.88187 5.25548  -0.07
22 C 0.14426 -0.25879 6.04623  -0.07
23 C -0.37584 -1.42849 5.51534  -0.07
24 C -0.80161 -1.46671 4.19301  -0.11
25 C -2.45623 1.06079 1.65497  -0.37
26 C -3.80764 0.87392 1.93687  -0.10
27 C -4.67268 1.95904 1.94360  -0.06
28 C -4.19792 3.23659 1.66926  -0.07
29 C -2.84853 3.43076 1.40462  -0.07
30 C -1.98531 2.34403 1.40285  -0.16
31 H 2.12792 1.03627 2.19352  0.07
32 H 4.31096 2.13982 2.58895  0.11
33 H 6.29261 1.45545 1.27538  0.11
34 H 6.10306 -0.34650 -0.40647  0.11
35 H 3.93430 -1.47022 -0.77793  0.10
36 H 2.21315 -1.27057 3.30636  0.11
37 H 2.66537 -3.16113 4.79791  0.11
38 H 2.21545 -5.47538 4.05016  0.11
39 H 1.27502 -5.88652 1.79837  0.11
40 H 0.80591 -3.99722 0.29483  0.08
41 H -0.14371 1.74992 3.34114  0.09
42 H 0.62801 1.80276 5.67030  0.11
43 H 0.46926 -0.22881 7.07919  0.11
44 H -0.45243 -2.31764 6.12930  0.11
45 H -1.21521 -2.37400 3.77268  0.07
46 H -4.17321 -0.12738 2.13544  0.09
47 H -5.72197 1.80819 2.16517  0.11
48 H -4.87681 4.07984 1.67281  0.11
49 H -2.47011 4.42848 1.21280  0.11
50 H -0.92316 2.47679 1.22961  -0.01
51 N -1.20235 2.14772 -1.68176  -0.07
52 C -0.98570 2.88438 -2.96102  -0.20
53 C -1.59931 2.12771 -4.12552  -0.08
54 C -0.96696 0.76584 -4.41974  -0.60
55 O -1.34078 0.12401 -5.38377  0.07
56 O -0.04293 0.37295 -3.59094  -0.24
57 H -2.19783 1.95499 -1.60299  0.09
58 H -0.99599 2.74781 -0.88926  -0.01
59 H 0.08716 3.00172 -3.10562  0.11
60 H -1.42684 3.87697 -2.87623  0.13
61 H -1.52686 2.72195 -5.03650  0.13
62 H -2.67052 1.97020 -3.96394  0.13
63 N -2.22980 -2.76603 -5.52429  0.20
64 C -3.06062 -3.13992 -4.52423  -0.50
65 O -3.74161 -4.14544 -4.51723  0.08
66 C -3.09605 -2.17906 -3.36166  -0.09
67 C -4.30424 -1.84786 -2.76430  0.05
68 C -4.30268 -0.92666 -1.73091  -0.01
69 C -3.10249 -0.38673 -1.31671  -0.17
70 N -1.92884 -0.71353 -1.87844  -0.09
71 C -1.93515 -1.61422 -2.87807  -0.08
72 H -2.19027 -3.35514 -6.33889  0.12
73 H -1.83019 -1.83480 -5.56412  0.07
74 H -5.21814 -2.30661 -3.12106  0.14
75 H -5.21349 -0.63185 -1.22909  0.12
76 H -3.07744 0.31412 -0.49415  0.07
77 H -0.98236 -1.85328 -3.32196  0.10
78 I 1.48564 3.54436 0.17466  1.12
79 C 2.41149 2.45998 -1.34447  -0.72
80 C 3.59455 3.01702 -1.80765  -0.13
81 C 4.30037 2.37760 -2.80918  -0.02
82 C 3.79073 1.19471 -3.31393  -0.02
83 C 2.61277 0.70438 -2.79817  -0.15
84 N 1.90663 1.30885 -1.81200  -0.10
85 H 3.94913 3.94222 -1.37953  0.09
86 H 5.22424 2.79971 -3.18331  0.13
87 H 4.28842 0.64540 -4.10055  0.12
88 H 2.19906 -0.21147 -3.18047  0.06

***

Computed, not measured: a structure of composition C39H37BCl3F2NSSb2SiTi, with ωB97M-V with the def2-TZVPD basis set.

## Properties
relative energy (zero: lowest compared OMol25 entry of this formula, charge and spin): 49.8 kcal/mol
Kohn-Sham gap (alpha / beta): 0.228 / 0.207 hartree
HOMO level (alpha / beta): -0.334 / -0.313 hartree
LUMO (alpha / beta): -2.90 / -2.90 eV
spin multiplicity: 2
net charge: +1
largest force on an atom: 3.20 eV/A

Each line ends with the Löwdin charge.
CARTESIAN COORDINATES (ANGSTROEM)
1 Ti 4.12422 2.18808 1.32237  -0.02
2 C 3.20146 -2.51065 -1.71453  -0.37
3 C 2.22993 -3.21755 -0.76755  -0.36
4 C 0.82635 -3.53665 -1.42242  -0.38
5 Sb -0.46813 -1.82645 -1.68580  1.40
6 C -0.47191 -1.32586 0.41772  -0.38
7 C -0.17335 -0.01185 0.64146  -0.20
8 C -0.35804 0.50290 1.90672  -0.15
9 C -0.74311 -0.27984 2.93747  -0.07
10 C -0.85211 -1.72969 2.69991  -0.07
11 C -0.63450 -2.27392 1.48100  -0.12
12 C -2.36992 -2.81615 -1.87553  -0.41
13 C -2.95955 -2.80962 -3.14979  -0.16
14 C -3.98914 -3.70097 -3.43869  -0.08
15 C -4.50912 -4.49849 -2.41153  -0.09
16 C -4.01553 -4.46589 -1.13927  -0.09
17 C -2.95032 -3.61351 -0.86174  -0.11
18 Sb 2.89299 -0.34767 -1.69201  1.45
19 C 4.07728 0.00859 -3.40882  -0.41
20 C 3.96844 1.09719 -4.25637  -0.12
21 C 5.00893 1.45286 -5.12550  -0.08
22 C 6.14836 0.71529 -5.16234  -0.07
23 C 6.26697 -0.39986 -4.30996  -0.08
24 C 5.25307 -0.73927 -3.46301  -0.18
25 C 4.18387 0.11492 -0.09357  -0.46
26 C 3.86401 -0.27560 1.26085  -0.17
27 C 4.80960 -0.16665 2.26309  -0.11
28 C 6.09705 0.34602 1.95310  -0.07
29 C 6.44139 0.73220 0.63626  -0.07
30 C 5.47484 0.58014 -0.34278  -0.19
31 H 2.98335 -2.84431 -2.74263  0.07
32 H 4.20829 -2.70005 -1.45503  0.03
33 H 2.07994 -2.66338 0.15446  0.06
34 H 2.70079 -4.18412 -0.48712  0.11
35 H 0.76077 -4.25477 -2.20465  0.04
36 H 0.35620 -4.10705 -0.63620  0.03
37 H 0.12742 0.56803 -0.23962  0.06
38 H -0.11466 1.53124 2.00053  0.05
39 H -0.88740 0.06128 3.97194  0.11
40 H -1.06408 -2.36698 3.59923  0.12
41 H -0.73324 -3.31852 1.26921  0.08
42 H -2.63420 -2.14472 -3.94988  0.09
43 H -4.41823 -3.67762 -4.42645  0.10
44 H -5.31098 -5.13883 -2.67839  0.10
45 H -4.42788 -5.12925 -0.41470  0.10
46 H -2.58453 -3.62650 0.18869  0.09
47 H 3.02188 1.66915 -4.32506  0.11
48 H 4.86176 2.26715 -5.79964  0.10
49 H 6.92418 1.01427 -5.78642  0.09
50 H 7.20642 -1.00950 -4.29962  0.12
51 H 5.46790 -1.65877 -2.86427  0.11
52 H 2.90547 -0.74181 1.37814  0.10
53 H 4.64797 -0.61672 3.22413  0.12
54 H 6.77830 0.49672 2.81858  0.13
55 H 7.44005 1.08943 0.45589  0.13
56 H 5.69964 0.70337 -1.38461  0.09
57 F -1.77021 4.76563 4.68758  0.34
58 B -2.80442 4.46446 4.01461  -0.79
59 F -4.02429 5.01382 4.23515  0.22
60 N -2.66077 3.71734 2.78710  -0.07
61 S -3.95751 3.33153 1.90142  1.25
62 C -3.20873 2.49305 0.54860  -0.41
63 C -3.53259 1.21069 0.11580  -0.02
64 C -3.00746 0.80278 -1.12098  -0.05
65 C -2.23204 1.64731 -1.86606  -0.09
66 C -1.93357 2.89961 -1.46443  -0.03
67 C -2.50169 3.35002 -0.23811  -0.08
68 C -4.94218 2.10267 2.77507  -0.39
69 C -4.37064 1.16440 3.62914  -0.04
70 C -5.30788 0.40005 4.34080  -0.04
71 C -6.65224 0.39781 4.04807  -0.07
72 C -7.12979 1.26486 3.13784  -0.08
73 C -6.29196 2.14941 2.50386  -0.07
74 H -1.83237 3.14822 2.53300  0.13
75 H -4.08219 0.57476 0.77424  0.11
76 H -3.28320 -0.14468 -1.45786  0.08
77 H -1.88982 1.46407 -2.88406  0.13
78 H -1.36528 3.61208 -2.07086  0.13
79 H -2.30882 4.39205 0.00086  0.12
80 H -3.31473 1.03576 3.82424  0.11
81 H -4.97011 -0.38957 4.99381  0.12
82 H -7.40637 -0.08428 4.70070  0.14
83 H -8.22126 1.27440 2.93715  0.14
84 H -6.70125 2.84094 1.78260  0.12
85 Cl 5.34394 4.34580 2.02385  -0.03
86 Si 4.90379 4.05681 -0.30839  0.17
87 Cl 2.63130 3.63834 -0.35853  -0.05
88 Cl 2.45514 2.65011 2.90853  -0.11